Entry 1:
C3H11N3O | ωB97M-V/def2-TZVPD

Computed properties:
Calculated total energy: -9805.2535 eV
ΔE to the lowest compared entry with this formula, charge and spin: 265.1 kJ/mol
HOMO-LUMO gap: 9.95 eV
Charge: 0
SMILES: [H]/N=C(\N)NCC.O

Geometry as XYZ:
```
18
Properties=species:S:1:pos:R:3:forces:R:3:lowdin_charge:R:1
H -1.97164 -0.70116 0.11206 3.617 1.320 -0.084 0.19
H -1.32813 -0.77757 2.98960 0.051 -0.014 -0.043 0.06
H 1.97691 1.76169 -1.71890 0.490 -0.884 -0.790 0.05
N -0.84808 -0.30512 -2.29354 -0.957 -0.492 2.241 0.07
N 1.02563 -0.95266 -0.89207 -2.551 0.750 0.327 0.12
H 1.34327 -1.57123 -0.17820 -0.870 -0.134 0.908 0.08
H -0.65934 -1.15895 -2.80324 0.846 0.400 -0.860 0.04
H 0.47966 -0.67489 2.57424 -1.962 0.542 0.330 0.09
C -0.53673 -0.09683 2.68441 3.392 -0.576 0.145 -0.12
H -0.27637 0.61403 3.53449 -0.816 -0.490 -1.256 0.08
N -0.88164 -0.36301 0.17929 -5.516 -1.002 -0.590 -0.01
O 1.97600 1.16748 -2.51173 -2.179 1.904 0.337 -0.12
H 1.03595 1.39043 -2.82181 1.813 -0.911 0.231 0.06
H -0.13823 1.38904 1.10753 1.109 -0.301 -0.051 0.10
H 1.62863 -1.01136 -1.63452 1.339 0.385 -2.408 0.03
H -1.72462 1.21524 1.47196 0.821 -1.497 -0.672 0.13
C -0.78057 0.54727 1.32325 -1.683 2.302 0.359 -0.32
C -0.32070 -0.47240 -1.12281 3.057 -1.301 1.875 -0.52
```
Positions in Å, forces in eV/Å.

Entry 2:
C3H11N3O2 | ωB97M-V/def2-TZVPD

Computed properties:
Calculated total energy: -11847.4478 eV
ΔE to the lowest compared entry with this formula, charge and spin: 799.8 kJ/mol
HOMO-LUMO gap (spin up / spin down): 8.05 / 8.06 eV
Charge: 0

Geometry as XYZ:
```
19
Properties=species:S:1:pos:R:3:forces:R:3:lowdin_charge:R:1
N -1.31652 0.15629 0.83262 -0.446 -0.268 -3.111 -0.02
C 0.36225 1.57564 1.84729 1.464 -0.463 -0.410 -0.03
H -1.46735 -1.70614 -2.70536 0.391 0.346 0.365 0.09
H 1.38781 -1.56940 0.11555 -0.610 0.591 0.340 0.06
H 0.41059 2.37831 -0.63562 -0.084 0.285 0.268 0.09
H 1.85938 -1.41591 -1.52237 0.470 -0.005 0.035 0.05
N -0.39325 1.79446 -0.46747 0.124 -0.520 0.451 0.13
C 1.42544 -0.85275 -0.70022 -1.418 -3.481 -3.077 0.08
O -0.95053 -1.15149 1.18052 0.551 -0.034 1.898 -0.10
C -0.30211 0.96287 0.64305 -1.899 1.400 1.112 -0.50
H -0.64076 1.26999 -1.29635 -0.196 -0.134 0.080 0.08
H 2.05440 0.02234 -0.56449 -1.261 0.721 -0.010 0.06
H 1.35753 1.94095 1.59632 0.320 -0.061 0.338 0.07
H -1.24246 -2.44603 -1.19082 -0.224 0.635 -0.087 0.07
O -0.14366 -0.83183 -1.54687 1.684 3.512 1.911 -0.33
H -1.75408 -1.52956 1.55453 -0.036 0.136 0.010 0.09
N -0.81024 -1.94578 -1.96727 1.237 -2.414 0.108 -0.04
H -0.21389 2.45640 2.13759 -0.226 -0.145 -0.191 0.09
H 0.37745 0.89162 2.68937 0.159 -0.102 -0.030 0.08
```
Positions in Å, forces in eV/Å.

Entry 3:
C3H11N5 | ωB97M-V/def2-TZVPD

Computed properties:
Calculated total energy: -10738.9457 eV
ΔE to the lowest compared entry with this formula, charge and spin: 96.3 kJ/mol
HOMO-LUMO gap: 8.54 eV
Charge: 0
SMILES: N=C(N)N.C=CNN

Geometry as XYZ:
```
19
Properties=species:S:1:pos:R:3:forces:R:3:lowdin_charge:R:1
H 0.46277 1.36672 -0.02980 0.173 -0.108 0.096 0.02
H -2.26811 0.58403 2.29798 0.191 0.193 -0.037 0.11
C 0.78807 -1.28472 -0.92240 -0.222 -0.052 -0.212 -0.65
H -0.27487 -0.90159 -2.61088 0.098 0.003 0.072 0.09
C -1.51184 1.57969 0.69402 0.090 -0.007 0.109 -0.26
N -1.40957 0.96099 1.92067 -0.277 -0.416 0.188 -0.13
H 0.52112 0.71574 2.26784 -0.171 -0.031 0.116 0.07
C -0.52582 1.76411 -0.18054 0.105 0.000 -0.189 -0.04
H -0.68609 2.33450 -1.07676 -0.144 0.143 -0.132 0.03
H -0.17516 -0.59004 1.52837 -0.116 0.317 0.095 0.01
N 0.66352 -1.06375 -2.28032 0.109 -0.014 -0.105 0.12
H -2.49310 2.00085 0.51638 -0.092 0.029 -0.011 0.10
N -0.31311 0.13357 2.24874 0.222 0.078 -0.096 -0.01
H 2.81706 -1.22217 -1.05329 0.019 -0.021 0.083 0.09
H 2.18451 -1.46168 0.50018 0.001 -0.024 -0.081 0.10
H 1.35534 -0.46995 -2.70998 -0.089 0.054 0.046 0.09
N 2.05084 -1.06613 -0.41769 0.277 0.116 -0.098 0.12
H -1.05090 -1.72431 -0.56027 0.098 0.078 -0.159 0.05
N -0.13466 -1.65585 -0.13224 -0.274 -0.340 0.315 0.09
```
Positions in Å, forces in eV/Å.

Entry 4:
C3H11N5O | ωB97M-V/def2-TZVPD

Computed properties:
Calculated total energy: -12785.1268 eV
ΔE to the lowest compared entry with this formula, charge and spin: 296.3 kJ/mol
HOMO-LUMO gap: 9.37 eV
Charge: 0
SMILES: [H]/N=N/NN.CCC(N)=O

Geometry as XYZ:
```
20
Properties=species:S:1:pos:R:3:forces:R:3:lowdin_charge:R:1
O 0.67500 -0.17940 1.45836 -0.189 -0.106 -0.631 0.01
H 2.54287 -0.11167 -0.16744 -0.146 -0.186 -0.201 0.10
H -2.65860 2.52258 -0.06361 0.273 -0.602 -1.252 0.04
H -0.34084 -2.17508 -0.93207 0.104 -0.013 0.065 0.10
N 1.91139 -0.89500 -0.30371 -0.314 0.604 -0.067 0.15
H -1.42780 -1.77409 1.92566 0.084 0.076 -0.245 0.08
H 0.28356 1.48179 0.70013 0.751 0.034 -0.470 0.09
C -1.54292 -1.89666 0.84379 -0.443 0.083 0.075 -0.12
H -2.08735 -1.02814 0.45615 0.137 -0.082 0.150 0.07
C 0.77229 -0.86533 0.44938 0.250 -2.158 0.763 -0.53
H 1.79274 3.18146 -0.79835 -0.011 -0.170 0.037 0.07
H 1.11109 2.26874 -1.93542 0.150 -0.321 0.205 0.07
N -0.87729 2.30325 -0.72775 1.008 1.008 1.061 -0.10
H 1.90639 -1.34050 -1.21072 -0.026 0.141 0.229 0.10
N 1.45568 2.23303 -0.97408 0.404 0.146 -0.196 0.01
N -1.76925 2.03599 0.08858 -0.485 0.063 1.381 -0.01
C -0.20686 -2.06031 0.14790 0.358 1.065 0.237 -0.17
H 0.29491 -2.95538 0.52988 0.110 0.109 -0.154 0.11
N 0.33905 2.03080 -0.16835 -2.134 0.253 -0.950 -0.16
H -2.17405 -2.77609 0.68168 0.118 0.057 -0.036 0.07
```
Positions in Å, forces in eV/Å.

Entry 5:
C3H11N8S | ωB97M-V/def2-TZVPD

Computed properties:
Calculated total energy: -26038.2858 eV
HOMO-LUMO gap: 8.79 eV
Charge: +1

Geometry as XYZ:
```
23
Properties=species:S:1:pos:R:3:forces:R:3:lowdin_charge:R:1
H -0.89838 -3.52833 -0.74632 -0.783 -1.010 -0.289 0.08
C -0.08658 -1.77958 -0.10347 -0.313 -1.646 -3.690 -0.55
H -1.81095 2.50056 1.83229 0.163 -0.725 -0.817 0.12
H 0.18561 -1.47344 1.83915 -0.947 -0.491 -0.834 0.15
H 2.86747 -1.00579 -1.51172 -1.147 -0.834 -0.373 -0.13
H -3.05848 2.31670 0.63817 2.749 -1.410 0.478 0.17
C -1.23947 1.14017 0.36576 -1.234 0.515 -3.104 -0.50
N 2.40446 2.06200 0.26186 -1.530 -1.102 0.386 0.14
H 1.73842 2.35835 0.96843 0.138 0.405 -0.220 0.12
H -0.63497 -2.27202 -1.96165 -0.225 -0.523 -0.528 0.09
N 0.57008 -0.83448 -0.65946 1.240 0.959 -1.544 0.02
H 3.27501 2.44478 0.10654 1.946 1.271 0.063 0.08
H -1.24792 -0.04593 -1.37193 0.492 -0.071 -0.040 0.06
H -1.09952 -2.53407 1.51337 -1.060 -1.096 0.093 0.11
N -1.78054 0.53350 -0.76245 -0.677 0.406 1.100 0.17
N -0.45817 -2.71847 -1.08815 0.759 1.614 2.224 0.16
H -2.78338 0.43774 -0.83364 0.203 0.121 0.141 0.11
N -0.40458 -1.96273 1.13449 1.693 1.650 3.626 0.21
N 0.01334 1.18317 0.63753 0.828 -0.118 1.214 0.09
N -2.09413 1.96926 0.99926 -2.683 1.706 1.174 0.12
C 2.19206 0.85324 -0.22038 -4.550 -1.635 0.235 -0.63
S 3.48063 -0.00359 -0.96507 1.202 1.045 0.430 0.96
N 0.87000 0.35896 -0.07260 3.737 0.967 0.278 -0.15
```
Positions in Å, forces in eV/Å.

Entry 6:
C3H11NO | ωB97M-V/def2-TZVPD

Computed properties:
Calculated total energy: -6821.6170 eV
ΔE to the lowest compared entry with this formula, charge and spin: 543.1 kJ/mol
HOMO-LUMO gap: 4.49 eV
Charge: 0

Geometry as XYZ:
```
16
Properties=species:S:1:pos:R:3:forces:R:3:lowdin_charge:R:1
H -0.81212 -0.57712 1.71404 1.504 0.371 -1.753 0.21
H 1.58726 -2.27231 1.09813 -0.402 -0.226 -0.784 0.10
C 1.03496 -1.49598 1.60312 1.047 0.935 -0.828 0.00
H -0.00009 -0.33572 0.19494 0.259 1.884 -0.487 0.13
O -0.22436 2.28390 -0.86152 -2.070 -2.376 2.352 -0.44
C -1.16551 -1.90782 0.30851 -2.688 -1.933 -2.932 -0.07
H -1.98134 -1.27948 -0.22678 1.877 -0.591 0.458 0.13
H 0.83267 -1.85525 2.56264 -0.835 -0.589 1.417 0.07
C 0.48822 2.30445 -1.95346 1.918 3.691 -1.001 -0.56
H 1.39799 2.99875 -1.63974 -0.150 -1.094 -1.353 0.05
H -1.90512 -2.53900 0.90947 1.998 0.694 0.197 0.12
H -0.01330 2.99305 -2.77146 0.650 -1.328 0.374 0.05
N -0.21272 -0.99189 0.92252 -1.220 -0.622 3.344 -0.03
H 0.90621 1.37888 -2.43116 -0.306 0.113 0.064 0.02
H -0.63468 -2.56632 -0.47298 -0.901 1.050 1.288 0.13
H 1.76038 -0.67737 1.74836 -0.681 0.019 -0.357 0.12
```
Positions in Å, forces in eV/Å.

Entry 7:
C3H11NO | ωB97M-V/def2-TZVPD

Computed properties:
Calculated total energy: -6826.1309 eV
ΔE to the lowest compared entry with this formula, charge and spin: 107.5 kJ/mol
HOMO-LUMO gap: 10.34 eV
Charge: 0
SMILES: CNC.CO

Geometry as XYZ:
```
16
Properties=species:S:1:pos:R:3:forces:R:3:lowdin_charge:R:1
H 2.15995 -0.19453 0.32637 0.218 -0.261 0.393 0.08
H -1.31694 -1.75919 -2.76837 -0.384 -0.001 -0.170 0.07
C -1.22416 -0.99588 -2.00035 0.354 -0.482 0.426 -0.18
H -0.16889 -0.70801 -2.06566 -0.191 0.470 0.085 0.06
H 0.37686 1.63437 2.34573 0.017 0.295 -0.084 0.07
H 1.39364 0.52402 -1.05536 -0.042 -0.043 0.219 0.07
H -1.92510 -0.17503 -2.18913 0.303 0.072 -0.157 0.08
O -1.50789 -1.62585 -0.76743 -0.310 -0.415 0.216 -0.15
H 1.89201 1.57172 0.24900 0.119 -0.082 0.256 0.08
H 0.90168 -0.00039 2.51738 0.508 -0.488 0.171 0.07
C 0.15262 0.60807 2.05108 -0.490 0.061 0.462 -0.14
C 1.47012 0.58040 0.03850 -0.311 0.509 -1.003 -0.13
H -0.49099 1.02713 0.19646 -0.195 0.154 -0.212 0.10
N 0.15214 0.37916 0.61988 0.091 -0.183 0.232 -0.19
H -1.06802 -1.18894 -0.01989 0.239 0.295 -0.513 0.04
H -0.79703 0.32297 2.52179 0.073 0.099 -0.322 0.08
```
Positions in Å, forces in eV/Å.

Entry 8:
C3H11NO | ωB97M-V/def2-TZVPD

Computed properties:
Calculated total energy: -6825.5747 eV
ΔE to the lowest compared entry with this formula, charge and spin: 161.2 kJ/mol
HOMO-LUMO gap: 9.70 eV
Charge: 0
SMILES: CC(C)N.O

Geometry as XYZ:
```
16
Properties=species:S:1:pos:R:3:forces:R:3:lowdin_charge:R:1
C 1.48303 0.55186 0.33869 -1.796 0.030 2.622 -0.58
H -6.58436 -1.26612 -1.20431 -0.412 0.279 0.184 0.03
O -7.49692 -0.93689 -1.16443 0.130 1.103 1.448 -0.10
H -0.39289 -0.59132 -0.02149 2.401 -0.098 -0.647 0.11
N 1.42379 -0.22177 1.58141 1.480 -1.498 2.191 -0.04
H -7.53967 -0.30337 -0.38045 0.282 -1.382 -1.632 0.07
H 1.33184 -1.30407 -0.84465 -1.879 1.687 0.926 0.13
H 0.88132 -1.10313 1.42541 1.307 1.110 0.660 0.06
H 2.82077 1.35866 -1.06842 0.315 -0.058 -0.046 0.06
H 0.30211 0.11326 -1.47014 0.587 -0.380 0.476 0.07
C 0.65299 -0.37676 -0.52187 -0.747 -0.317 -2.800 -0.13
C 2.85611 0.98119 -0.04471 2.961 1.011 0.569 -0.11
H 0.89697 1.46329 0.63319 0.305 -0.384 -1.026 0.13
H 2.34544 -0.39353 2.09634 -1.888 0.234 -1.239 0.09
H 3.38358 1.87926 0.60025 -1.863 -2.157 -1.281 0.13
H 3.63590 0.14945 0.04516 -1.182 0.819 -0.406 0.09
```
Positions in Å, forces in eV/Å.

Entry 9:
C3H11NO | ωB97M-V/def2-TZVPD

Computed properties:
Calculated total energy: -6817.0145 eV
ΔE to the lowest compared entry with this formula, charge and spin: 178.4 kJ/mol
HOMO-LUMO gap (spin up / spin down): 10.42 / 5.13 eV
Charge: +1
Multiplicity: 2
<S²>: 0.75

Geometry as XYZ:
```
16
Properties=species:S:1:pos:R:3:forces:R:3:mulliken_spin:R:1
H -1.05224 -1.64750 -0.16672 -0.234 -0.143 0.014 0.00
H 1.08253 0.47497 0.69535 -0.598 0.575 -0.288 0.04
H -2.91680 3.78221 -2.79140 2.077 0.388 0.807 0.00
H -0.56628 -0.13422 -1.05118 0.568 -0.794 0.011 0.00
H 0.28608 -0.41953 2.78729 0.983 -0.304 -0.442 -0.02
C 1.77080 -1.33326 -0.16631 -0.340 -2.879 3.496 0.00
C 0.67462 -0.53552 0.63948 2.270 -1.126 -0.165 -0.01
H 2.64638 -1.49993 0.54777 -0.665 0.687 -1.450 0.00
H 1.99258 -0.93548 -1.08146 0.944 1.850 -1.944 0.00
O -2.23817 3.96192 -2.05412 -0.878 -0.800 -3.381 0.00
H -2.89332 3.99639 -1.40482 -1.204 0.379 2.594 0.00
H 1.03256 -1.88594 2.28153 0.784 -1.220 0.473 -0.01
C -0.72989 -0.62384 -0.07649 0.091 2.046 0.453 0.12
H 1.53532 -2.38809 -0.49255 -0.610 0.871 0.805 0.00
H -1.49862 0.11466 0.24882 0.361 -1.028 0.755 0.00
N 0.87447 -0.92684 2.08481 -3.550 1.498 -1.739 0.88
```
Positions in Å, forces in eV/Å.

Entry 10:
C3H11NO2 | ωB97M-V/def2-TZVPD

Computed properties:
Calculated total energy: -8871.9051 eV
ΔE to the lowest compared entry with this formula, charge and spin: 167.2 kJ/mol
HOMO-LUMO gap (spin up / spin down): 2.59 / 9.63 eV
Charge: -1
Multiplicity: 2
<S²>: 0.75

Geometry as XYZ:
```
17
Properties=species:S:1:pos:R:3:forces:R:3:mulliken_spin:R:1
C -1.47617 -0.91567 1.48133 0.952 -0.765 0.871 0.76
O 2.51414 -1.85846 -3.06460 0.152 0.596 -0.437 1.07
H 0.73018 -0.65619 3.00843 0.608 -0.708 -0.773 -0.09
C 0.63929 0.12848 2.26778 -1.207 1.677 1.047 0.09
H 0.30709 1.89463 -2.54779 0.081 -0.016 -0.478 -0.20
H -0.64152 0.68734 -2.93550 0.406 0.271 -0.038 -0.35
H -2.36088 -0.96608 2.13082 0.037 0.271 -0.206 -0.11
H -1.85198 1.99472 1.91788 0.208 -0.309 0.523 -0.17
H -1.45963 1.64853 0.35645 0.230 -0.662 0.034 0.00
H 2.33017 -2.36420 -2.26718 -0.046 -0.363 0.039 -0.31
H 1.28410 0.99522 2.40838 -0.077 -0.122 -0.121 0.03
C -0.59218 0.30002 1.75659 -1.148 -1.295 -0.545 -0.25
H 2.84601 -2.45172 -3.75443 -0.142 -0.191 0.380 -0.39
H -0.88350 -1.82946 1.67654 -0.352 0.221 -0.146 0.03
N -1.21455 1.49221 1.32894 0.884 1.507 -0.741 0.33
H -1.78175 -0.94619 0.43657 -0.036 0.165 -0.075 -0.31
O -0.23337 1.18012 -2.20406 -0.549 -0.277 0.666 0.89
```
Positions in Å, forces in eV/Å.

Entry 11:
C3H11NO2 | ωB97M-V/def2-TZVPD

Computed properties:
Calculated total energy: -8873.8746 eV
ΔE to the lowest compared entry with this formula, charge and spin: 59.3 kJ/mol
HOMO-LUMO gap: 9.42 eV
Charge: 0
SMILES: C=C(C)N.O.O

Geometry as XYZ:
```
17
Properties=species:S:1:pos:R:3:forces:R:3:lowdin_charge:R:1
H -0.72441 2.54274 1.33883 -0.100 -0.203 -0.191 0.08
H -1.79580 0.28197 -0.66624 0.214 -0.194 0.065 0.08
H -0.52854 0.32889 -1.68713 0.096 -0.429 -0.001 0.09
H -2.53916 -1.91969 2.13564 0.225 -0.051 -0.056 0.04
H -0.34168 1.16849 2.29287 -0.045 -0.280 0.136 0.08
N -0.79837 0.08564 -0.74000 -0.408 0.690 0.183 0.07
C -0.81103 1.44893 1.35373 0.241 0.389 0.387 -0.06
H -1.60180 -1.20097 1.11263 0.063 -0.310 0.032 0.01
C 1.19061 1.24799 -0.09741 -0.007 -0.368 0.055 0.01
O -2.49760 -1.23583 1.46323 -0.318 0.212 -0.052 -0.06
H 1.80485 1.80048 0.58856 -0.027 0.226 0.148 0.06
H 1.62953 0.96765 -1.03755 0.280 -0.145 -0.236 0.03
O 2.99511 -1.71195 -2.04174 0.084 0.101 -0.235 -0.06
C -0.05975 0.88263 0.17293 -0.380 0.680 -0.383 -0.46
H -1.87110 1.20040 1.40703 0.174 -0.201 -0.133 0.06
H 3.35199 -1.30099 -2.84068 -0.107 -0.091 0.236 0.04
H 2.45341 -1.03288 -1.62636 0.015 -0.026 0.047 0.00
```
Positions in Å, forces in eV/Å.

Entry 12:
C3H11NO2 | ωB97M-V/def2-TZVPD

Computed properties:
Calculated total energy: -8871.7600 eV
ΔE to the lowest compared entry with this formula, charge and spin: 263.4 kJ/mol
HOMO-LUMO gap: 8.44 eV
Charge: 0
SMILES: C=CNC.O.O

Geometry as XYZ:
```
17
Properties=species:S:1:pos:R:3:forces:R:3:lowdin_charge:R:1
C 0.07313 1.24885 -2.00421 -0.940 -1.010 -1.006 -0.04
H -1.51062 0.47668 -0.72956 1.193 -0.378 0.077 0.12
C -0.48773 0.88847 -0.82244 2.258 3.583 -0.174 -0.25
H 0.86402 -0.82080 -0.33493 -2.561 5.828 3.447 -0.09
O -0.59823 -2.08694 0.88540 -0.096 -1.208 -0.312 -0.12
H 0.09723 -2.55737 0.33131 -1.707 0.984 0.599 0.06
H 0.81475 2.08042 0.55275 0.465 0.450 -1.067 0.11
H 1.94855 -1.90296 -0.25586 1.953 -0.279 1.540 0.03
H -0.23021 0.72834 -2.91849 -0.493 0.368 0.337 0.04
H -0.63343 1.46011 2.46733 -0.158 -0.183 -0.545 0.07
N 0.12789 1.38751 0.37417 -3.754 -2.015 1.086 -0.11
O 1.23971 -1.51195 -0.68722 1.768 -5.657 -5.535 0.03
H -1.48011 -2.25217 0.50122 0.838 -0.212 0.106 0.06
H -1.16107 -0.01751 1.36253 0.637 1.635 0.701 0.06
H 0.48177 0.11296 1.88842 -0.985 0.501 0.940 0.07
H 0.84793 1.99099 -2.25076 -0.020 -0.605 1.045 0.05
C -0.39359 0.77538 1.64033 1.600 -1.800 -1.239 -0.11
```
Positions in Å, forces in eV/Å.